No. 1
Entry from the OMol25 dataset: a structure of composition C39H45N5O4PPtSSe (ωB97M-V/def2-TZVPD).

```
! wB97M-V def2-TZVPD RIJCOSX def2/J DEFGRID3
* xyz -1 1
Pt -0.2097 1.1684 -0.6113
N 0.6804 -0.8028 -3.3847
P 0.6498 -1.0561 -1.6707
C 0.2038 -2.8397 -1.7992
C 1.1147 -3.8882 -1.7568
C 0.6738 -5.2024 -1.8607
C -0.6772 -5.4819 -2.0041
C -1.5941 -4.4385 -2.0437
C -1.1543 -3.1288 -1.9454
C 2.3967 -1.1664 -1.1688
C 3.4604 -0.5981 -1.8586
C 4.7348 -0.6055 -1.3057
C 4.9588 -1.1813 -0.0640
C 3.9066 -1.7763 0.6182
C 2.6370 -1.7696 0.0679
C -0.1942 0.1082 -3.9647
C 0.1391 0.7787 -5.1449
C -0.8099 1.5818 -5.7308
C -2.0736 1.6780 -5.1528
C -2.2972 0.9884 -3.9805
N -1.3870 0.2132 -3.3923
H 1.6242 -0.7368 -3.7404
H 2.1712 -3.6841 -1.6455
H 1.3922 -6.0120 -1.8197
H -1.0151 -6.5072 -2.0912
H -2.6526 -4.6496 -2.1366
H -1.8622 -2.3074 -1.9868
H 3.2984 -0.0842 -2.7955
H 5.5493 -0.1368 -1.8439
H 5.9496 -1.1648 0.3739
H 4.0689 -2.2227 1.5910
H 1.8166 -2.2295 0.6072
H 1.1389 0.6952 -5.5508
H -0.5700 2.1375 -6.6280
H -2.8439 2.3007 -5.5863
H -3.2539 1.0488 -3.4709
C 3.0515 -1.0434 4.8263
C 2.7292 -0.2469 3.5845
C 3.6257 0.6758 3.0800
C 3.2977 1.3897 1.9208
C 4.2719 2.3770 1.3298
C 2.0828 1.1806 1.3107
C 1.1310 0.2375 1.7839
C 1.5082 -0.4695 2.9461
N -0.0360 0.0619 1.0743
C -1.1787 -0.7178 1.6031
C -0.8805 -2.2349 1.6499
C -2.0923 -3.0154 2.1752
C -2.4616 -2.5017 3.5714
C -2.8299 -1.0148 3.4939
C -4.0089 -0.8272 2.5383
C -3.6114 -1.3371 1.1514
C -3.2793 -2.8290 1.2306
C -2.3894 -0.5555 0.6532
C -1.6256 -0.2098 2.9911
H 4.0464 -0.8030 5.2039
H 3.0160 -2.1168 4.6205
H 2.3276 -0.8367 5.6186
H 4.5772 0.8455 3.5760
H 4.5743 3.1174 2.0746
H 3.8303 2.8900 0.4746
H 5.1743 1.8591 0.9931
H 1.8542 1.7644 0.4257
H 0.8706 -1.2253 3.3753
H -0.0195 -2.4521 2.2805
H -0.6362 -2.5639 0.6376
H -1.8337 -4.0777 2.2361
H -1.6162 -2.6419 4.2536
H -3.3094 -3.0724 3.9677
H -3.1069 -0.6603 4.4918
H -4.2644 0.2361 2.4814
H -4.8855 -1.3711 2.9092
H -4.4434 -1.1822 0.4569
H -3.0199 -3.2098 0.2382
H -4.1457 -3.3927 1.5957
H -2.6445 0.5025 0.5805
H -2.1034 -0.9026 -0.3421
H -0.8174 -0.2762 3.7159
H -1.8864 0.8481 2.8993
C -3.6822 4.6470 -0.1207
N -2.2982 5.0315 -0.3076
C -1.8344 6.1579 -0.9644
C -0.4884 6.0931 -0.9310
N -0.1376 4.9574 -0.2362
C -1.2460 4.2873 0.1006
S -1.3783 2.8330 1.0006
H -4.3220 5.4938 -0.3589
H -3.8391 4.3417 0.9107
H -3.9291 3.8024 -0.7632
H -2.4955 6.8919 -1.3895
H 0.2569 6.7449 -1.3503
H 0.7968 4.4633 -0.4682
O 1.8613 1.5375 -2.4597
Se 1.1782 3.0243 -2.4245
O 1.3226 3.7815 -3.8463
O -0.4448 2.7937 -2.0028
O 1.8672 3.8915 -1.1903
*
```

Values from the calculation:
Orbital gap, eV: 6.25
HOMO level, eV: -3.9
Total energy, eV: -145533.357
Lowest unoccupied orbital energy, eV: 2.3539
ΔE to the lowest compared entry with this formula, charge and spin, kJ/mol: 200.8

***

No. 2
Entry from the OMol25 dataset: a structure of composition C39H45N5O6SSi3Ti (ωB97M-V/def2-TZVPD).

```
! wB97M-V def2-TZVPD RIJCOSX def2/J DEFGRID3
* xyz 0 1
Ti -0.3179 -0.2738 0.4487
O 0.6859 3.0951 2.2248
C 0.7075 1.8728 2.2874
N -0.2852 1.0187 1.9072
C -1.6061 1.4157 2.1414
C -2.0071 2.7218 2.4431
C -3.3292 3.0230 2.6919
C -4.2892 2.0231 2.6470
C -3.9241 0.7204 2.3880
C -2.5868 0.3722 2.1438
N -2.1302 -0.8978 1.8391
C -2.9414 -1.9507 2.0080
O -4.0423 -1.9890 2.5658
C -2.4454 -3.3093 1.5656
C -3.0339 -4.3883 2.2344
C -2.7540 -5.6979 1.9264
C -1.9017 -5.9548 0.8371
C -1.3719 -4.9042 0.1568
N -1.6148 -3.6168 0.5276
C 1.8795 1.2123 2.9565
C 2.7368 2.0111 3.7168
C 3.7694 1.4073 4.4065
C 3.9041 0.0279 4.3343
C 2.9908 -0.6775 3.5660
N 2.0047 -0.1075 2.8919
H -1.2810 3.5174 2.4418
H -3.6126 4.0435 2.9001
H -5.3297 2.2593 2.8090
H -4.6865 -0.0394 2.3469
H -3.7391 -4.1270 3.0114
H -3.1807 -6.5094 2.4916
H -1.6615 -6.9614 0.5395
H -0.7042 -5.0163 -0.6842
H 2.5697 3.0765 3.7466
H 4.4568 1.9919 4.9983
H 4.6968 -0.4797 4.8627
H 3.0529 -1.7571 3.4810
C 0.3577 -2.8768 -2.7095
Si 0.4376 -0.9318 -2.6490
C -1.3211 -0.5068 -3.3016
C 1.5019 -0.5393 -4.1942
C 1.2661 -0.1944 -1.0239
Si 2.0098 1.5855 -1.2028
C 0.7842 3.0171 -1.5207
C 3.0434 2.2255 0.2906
C 3.3374 1.6375 -2.5907
Si 2.6665 -1.3869 -0.5275
C 3.5361 -2.4539 -1.8793
C 4.2856 -0.8634 0.3784
C 1.8163 -2.4825 0.8169
C 2.2648 -3.7365 1.2222
C 1.7134 -4.3618 2.3267
C 0.7206 -3.6912 3.0264
C 0.3115 -2.4507 2.5662
N 0.8287 -1.8711 1.4826
H 0.8130 -3.2365 -3.6276
H -0.6772 -3.2037 -2.7290
H 0.8461 -3.3693 -1.8765
H -1.7768 -1.4042 -3.7112
H -1.2833 0.2172 -4.1089
H -1.9890 -0.1426 -2.5267
H 1.1465 -1.1186 -5.0391
H 2.5475 -0.7735 -4.0534
H 1.4299 0.5022 -4.4783
H -0.0492 2.9885 -0.8209
H 0.3801 3.0174 -2.5265
H 1.2891 3.9690 -1.3769
H 2.5168 3.0125 0.8181
H 3.9840 2.6475 -0.0510
H 3.2800 1.4528 1.0076
H 2.9085 1.7583 -3.5754
H 3.9296 0.7293 -2.6028
H 4.0164 2.4692 -2.4344
H 4.2965 -1.8422 -2.3569
H 2.8828 -2.8134 -2.6614
H 4.0517 -3.3123 -1.4553
H 4.7984 -0.0866 -0.1776
H 4.9634 -1.7118 0.4422
H 4.1282 -0.5041 1.3874
H 3.0441 -4.2196 0.6565
H 2.0608 -5.3322 2.6502
H 0.2606 -4.1203 3.9036
H -0.4528 -1.8877 3.0924
O -0.8258 -2.7472 -0.1970
O -1.3447 -1.4816 -0.4908
O -4.8611 6.6276 -3.8616
C -3.8472 5.8163 -4.2383
O -3.3371 5.9685 -5.3191
C -3.4315 4.7645 -3.2802
C -3.8829 4.6630 -1.9603
C -3.4548 3.6389 -1.1437
C -2.5752 2.6593 -1.6189
S -2.2116 1.2968 -0.5794
C -2.1095 2.7707 -2.9307
C -2.5231 3.8054 -3.7362
H -5.2179 6.3842 -2.9983
H -4.5698 5.3882 -1.5417
H -3.7993 3.5709 -0.1236
H -1.4311 2.0261 -3.3057
H -2.1654 3.8902 -4.7507
*
```

Values from the calculation:
Orbital gap, eV: 5.42
HOMO level, eV: -7.0
Total energy, eV: -118491.030
Lowest unoccupied orbital energy, eV: -1.5392
ΔE to the lowest compared entry with this formula, charge and spin, kJ/mol: 592.9

***

Question: Among the records above, which one has the highest orbital gap?
Answer: C39H45N5O4PPtSSe